No. 1
60
Properties=species:S:1:pos:R:3:forces:R:3 method="wB97M-V/def2-TZVPD" de_lowest_kcal_mol=55.59 homo_lumo_gap_ev="7.5 / 6.4" max_force_ev_per_a=0.9 charge=+1 s_squared=0.754 molar_mass_g_mol=873.30 e_homo_ev="-11.54 / -11.52" spin_multiplicity=2
Ir -0.5543 -0.1948 0.6118 0.6 -0.3 -0.2
Br -4.8987 -1.3626 -0.2586 0.0 -0.2 0.1
P 2.7395 -0.2714 -0.4124 0.1 -0.1 0.0
F -0.8144 -4.2118 0.4341 0.0 0.0 0.0
F -1.1545 -0.0896 3.4095 -0.2 0.1 -0.1
F -3.5128 1.5960 1.4136 -0.1 0.1 0.5
F -1.9977 2.5696 2.5614 0.7 0.0 0.0
F -2.7884 -0.7978 2.1166 0.0 -0.2 0.2
F -3.0700 -3.8509 0.3601 0.0 0.3 -0.1
F -3.3997 1.2759 3.5409 0.0 -0.1 0.2
F -1.5191 -2.0032 0.2734 -0.6 0.6 -0.3
F -1.8879 -3.2901 2.2402 -0.3 -0.1 0.0
O -0.7724 2.9449 -1.9745 -0.1 0.1 0.0
O -0.5936 1.6419 -0.2161 -0.7 -0.2 0.4
N 1.6256 -0.4744 -3.0288 0.0 0.0 0.0
N 0.8630 -1.6180 1.1959 -0.4 -0.1 0.3
N 0.2154 -0.6836 -1.3730 0.1 0.2 0.1
N 1.0001 0.8883 1.4795 0.1 0.6 -0.7
N 2.7339 2.1413 1.0036 0.1 0.1 0.1
N 2.8153 -2.5778 1.2225 0.0 0.0 0.0
N -3.0912 0.6443 -0.7754 0.0 -0.2 -0.6
C -0.4640 -0.9392 -2.5248 0.0 0.0 0.0
C -2.6759 1.4301 2.4377 -0.1 0.1 -0.2
C 2.0898 2.7249 2.0633 0.1 0.0 0.1
C -4.3751 0.3278 -0.8564 0.2 0.0 -0.1
C -1.2939 2.1735 -1.2077 0.6 0.1 -0.1
C 1.0264 1.9381 2.3588 -0.2 -0.2 -0.1
C -3.6158 2.7425 -1.8262 0.0 0.0 -0.1
C 3.9339 2.6632 0.3530 0.0 0.0 0.0
C -2.7383 1.8292 -1.2799 -0.1 -0.2 0.1
C 2.8357 -0.1737 -3.7862 0.0 0.0 0.0
C -5.3504 1.1839 -1.3608 0.0 0.0 0.0
C -1.8187 0.1316 2.2242 0.5 0.1 0.5
C 2.0204 -3.2452 2.1145 0.0 0.0 0.0
C 2.0917 -1.5838 0.6769 0.0 -0.1 -0.1
C 0.8028 -2.6358 2.1011 0.2 0.1 0.1
C 0.4114 -0.8039 -3.5655 0.0 0.0 0.0
C 4.2092 -2.8996 0.9274 0.0 0.0 0.0
C -4.9633 2.4161 -1.8449 0.0 0.0 0.0
C 2.0679 1.0332 0.6719 -0.2 -0.2 0.0
C 1.4637 -0.4022 -1.6906 0.1 -0.1 0.1
B -1.8866 -3.5004 0.8910 0.1 -0.4 0.0
H 3.6871 -0.6931 -3.3526 0.0 0.0 0.0
H 4.4621 -3.8116 1.4592 0.0 0.0 0.0
H 3.6876 3.0106 -0.6479 0.0 0.0 0.0
H 0.3428 2.0176 3.1709 -0.4 0.1 0.1
H 4.8628 -2.0969 1.2617 0.0 0.0 0.0
H -6.3829 0.8683 -1.3645 0.0 0.0 0.0
H -1.5049 -1.2149 -2.5245 0.0 0.0 0.0
H 4.7012 1.8941 0.3067 0.0 0.0 0.0
H -5.6993 3.1081 -2.2310 0.0 0.0 0.0
H -0.0919 -2.8649 2.6523 0.1 0.0 0.0
H 2.6950 -0.5177 -4.8063 0.0 0.0 0.0
H -3.2356 3.6753 -2.2158 0.0 0.0 0.0
H 4.3010 3.4989 0.9405 0.0 0.0 0.0
H 4.3386 -3.0656 -0.1392 0.0 0.0 0.0
H 3.0174 0.8990 -3.7928 0.0 0.0 0.0
H 2.3759 -4.0913 2.6750 0.0 0.0 0.0
H 0.2732 -0.9203 -4.6261 0.0 0.0 0.0
H 2.4610 3.6181 2.5331 0.0 0.0 0.0

---

No. 2
50
Properties=species:S:1:pos:R:3:forces:R:3 method="wB97M-V/def2-TZVPD" de_lowest_kcal_mol=46.33 homo_lumo_gap_ev="3.2 / 5.8" max_force_ev_per_a=2.7 charge=-2 s_squared=2.024 molar_mass_g_mol=608.60 e_homo_ev="1.05 / -1.55" spin_multiplicity=3
I -0.0523 3.5170 2.4184 0.3 0.6 0.0
Ti -0.3249 -0.0196 0.9283 -1.3 -1.5 -0.8
Cl 5.1196 4.7965 0.4198 0.1 0.1 0.0
O -0.6570 -1.8701 1.6632 -0.5 -0.1 0.3
O 0.3210 1.4106 0.1272 0.7 1.9 -1.3
O 1.8751 -0.9111 0.6912 -0.1 0.4 0.2
O -0.0506 -3.7834 2.6217 -0.2 0.1 0.1
O -1.3591 -2.9226 -1.4405 -0.1 -0.1 0.1
O -0.9251 -0.8632 -0.7230 -0.5 0.1 -0.8
O 0.4305 0.4307 2.6435 -0.5 -0.2 2.6
N 2.0953 1.3729 -1.9992 -0.3 -0.1 -0.2
N -0.4394 -0.9121 4.3097 0.1 0.6 -0.9
C -1.9998 0.5796 3.0466 -0.2 -0.1 -0.2
C 1.3593 2.2075 0.1068 1.4 1.2 0.0
C 4.4682 2.8572 -1.8984 0.4 0.2 -0.1
C 3.6750 3.8103 0.2514 -0.2 0.1 0.2
C 3.5297 2.9655 -0.8560 0.0 0.2 0.2
C 0.8679 -2.4788 -0.7040 -0.4 0.3 -0.2
C 0.0310 -2.9222 1.7408 1.1 -1.5 -0.2
C -2.2302 0.6528 1.5293 -0.8 0.3 0.4
C 3.5777 -2.4563 0.3199 -0.1 0.1 0.2
C 1.1599 -3.0937 0.6822 -0.5 0.0 0.6
C 4.1992 1.9956 -2.9671 0.0 -0.1 -0.2
C 2.3049 -2.1764 1.1529 0.5 -0.8 0.5
C 3.2426 -1.7039 -0.9784 -0.2 0.3 0.0
C 1.5601 3.1772 1.1026 -0.8 -0.2 0.3
C 1.7991 -1.2567 -0.6905 0.3 -0.2 -1.5
C 2.6788 3.9680 1.2059 0.3 0.1 -0.1
C -0.6101 0.0196 3.2680 0.9 -0.1 1.4
C 3.0187 1.2944 -2.9673 0.1 -0.2 -0.2
C 2.3383 2.1737 -0.9413 -0.4 0.0 0.3
C -0.6215 -2.0676 -0.9553 0.6 -1.4 -0.8
H 1.4457 -4.1495 0.6432 -0.1 0.2 0.1
H -2.0602 1.5763 3.5068 0.2 -0.2 0.1
H 2.7847 4.6980 1.9942 0.0 0.0 0.0
H 1.4577 -0.3938 -1.2769 0.2 -0.3 0.2
H 0.4646 -1.3685 4.2271 -0.1 0.1 0.0
H -2.5953 1.6447 1.2416 0.1 -0.1 -0.1
H 4.9054 1.8963 -3.7850 0.0 -0.1 0.0
H 3.3183 -2.3213 -1.8718 0.0 0.0 -0.1
H 3.7267 -3.5254 0.1675 0.0 0.0 0.1
H -2.9783 -0.0913 1.2230 0.2 0.1 0.0
H -2.7268 -0.0675 3.5562 0.2 0.1 0.1
H 1.1248 -3.1860 -1.4995 0.0 0.1 0.1
H 4.4644 -2.0512 0.8089 0.0 0.0 0.0
H 2.7762 0.5990 -3.7660 0.1 0.0 -0.2
H 5.3800 3.4369 -1.8715 0.0 0.0 0.1
H -1.1626 -1.6244 4.3057 0.0 0.2 0.0
H 2.4640 -2.1715 2.2353 -0.1 0.1 -0.1
H 3.8712 -0.8220 -1.1005 0.0 0.0 -0.1

---

No. 3
46
Properties=species:S:1:pos:R:3:forces:R:3 method="wB97M-V/def2-TZVPD" de_lowest_kcal_mol=6.21 homo_lumo_gap_ev=8.4 max_force_ev_per_a=0.7 smiles="O=C(c1ccc2c(=O)n(Cc3ccc(Cl)cc3)c(=S)[nH]c2c1)N1CCOCC1" molar_mass_g_mol=415.90 e_homo_ev=-8.59
Cl -6.4782 -2.8316 1.0435 -0.1 -0.2 0.1
S -2.6145 2.6592 1.3205 -0.2 0.3 0.3
O -1.0011 0.3294 -2.7096 0.1 -0.1 0.0
O 6.2505 -1.9094 -0.8322 -0.1 0.0 -0.3
O 5.1415 1.6954 0.7718 0.0 0.3 -0.1
N -1.6935 1.3967 -0.8317 0.2 0.1 0.0
N 5.1076 -0.5492 0.9713 0.1 -0.1 0.1
N -0.1976 1.8235 0.9072 0.0 0.0 0.0
C 3.1599 0.6056 0.0852 -0.3 0.3 -0.2
C -5.8250 -0.2600 0.5568 -0.1 -0.1 0.0
C -4.4002 -1.9376 -0.4242 -0.1 -0.1 0.1
C 6.5290 -0.6295 1.2265 0.2 0.1 0.0
C -3.0500 1.4686 -1.3675 -0.4 0.0 -0.3
C -5.4996 -1.5893 0.3444 0.1 0.2 -0.1
C -0.7218 0.7810 -1.6202 0.2 -0.1 -0.1
C -5.0352 0.7290 -0.0015 0.0 -0.1 -0.1
C 5.3785 -2.7197 -0.0861 -0.1 -0.1 0.1
C -3.6207 -0.9402 -0.9794 -0.1 0.1 0.0
C -1.4612 1.9199 0.4098 0.0 0.3 0.5
C 2.9353 0.0950 -1.1977 -0.1 0.0 0.0
C 4.4903 -1.8469 0.8382 -0.1 -0.2 0.0
C 0.6214 0.7265 -1.0363 0.3 0.1 0.3
C 2.1301 1.1931 0.7966 0.1 -0.1 -0.1
C -3.9288 0.3995 -0.7715 0.0 0.0 0.0
C 1.6748 0.1545 -1.7493 -0.1 0.1 0.1
C 4.5561 0.6390 0.6347 -0.1 -0.1 0.2
C 0.8541 1.2538 0.2392 0.2 -0.4 -0.6
C 7.2015 -1.2588 -0.0153 0.2 0.1 0.1
H 5.9534 -3.4458 0.5069 -0.1 0.0 -0.1
H 6.9005 0.3789 1.4073 0.0 -0.2 0.1
H -2.9604 1.3257 -2.4477 0.0 0.1 0.2
H 4.7721 -3.2616 -0.8129 0.0 0.0 0.1
H 2.3149 1.6109 1.7747 0.0 0.1 0.1
H -5.2800 1.7654 0.1722 0.0 0.1 0.0
H 6.6922 -1.2435 2.1175 0.0 0.1 0.0
H 3.7566 -0.3356 -1.7504 0.1 -0.1 -0.1
H -6.6831 -0.0018 1.1568 -0.1 0.0 0.1
H 7.6474 -0.4935 -0.6520 0.0 0.0 0.1
H -0.0524 2.2313 1.8220 -0.2 -0.1 -0.2
H -4.1612 -2.9767 -0.5875 0.0 -0.1 0.0
H 7.9820 -1.9692 0.2954 -0.1 0.1 0.0
H 3.4867 -1.7360 0.4300 0.1 -0.1 0.1
H 1.4709 -0.2322 -2.7359 0.0 0.0 -0.1
H -3.4527 2.4601 -1.1515 0.1 -0.1 -0.1
H 4.4130 -2.3082 1.8312 -0.1 0.0 -0.1
H -2.7700 -1.2047 -1.5897 0.1 0.0 -0.1